{
  "formula": "C2H6N2O2",
  "method": "ωB97M-V/def2-TZVPD",
  "homo_energy_ev": [-8.27, -9.11],
  "fmax_ev_per_a": 4.09,
  "e_above_lowest_ev": 7.452,
  "symbols": ["C", "C", "N", "N", "O", "O", "H", "H", "H", "H", "H", "H"],
  "xyz": [[-0.5291, -1.4683, -0.2781], [-0.3872, 2.1035, -0.1007], [2.3118, -0.8506, 1.1858], [-0.7369, -0.1899, 0.2279], [2.0896, -1.8931, 0.6812], [-0.3094, 0.7874, -0.6401], [-0.8936, -1.7485, -1.2200], [0.6079, -1.6196, -0.2169], [-1.1055, -2.2381, 0.2371], [-1.3598, 2.5016, 0.3834], [-0.0550, 2.5937, -1.0143], [0.3674, 2.0219, 0.7548]]
}